(1)
Here is a molecular structure, C31H43FeN2P2S5 from the Open Molecules 2025 dataset. Energies are from wB97M-V/def2-TZVPD.

The geometry in XYZ format:
```
84
Properties=species:S:1:pos:R:3:forces:R:3:lowdin_spin:R:1
Fe 1.926440 0.500251 0.250292 0.7 0.6 0.3 3.56
C 4.191732 1.275145 1.025289 0.1 0.0 0.0 0.04
C 3.729863 2.138161 0.004342 0.0 0.1 -0.1 0.04
C 3.689046 1.410182 -1.210441 -0.3 0.0 -0.1 0.02
C 4.116828 0.074507 -0.928226 -0.1 0.0 -0.1 0.03
C 4.437632 0.012835 0.446300 0.0 -0.1 0.1 0.05
C 5.014814 -1.180967 1.146731 0.0 0.0 0.0 0.01
C 4.487005 -0.989872 -1.924149 0.0 0.1 0.0 0.00
C 3.565771 2.057194 -2.566981 0.0 -0.1 0.0 0.00
C 3.467786 3.609446 0.134526 0.0 0.0 0.0 0.00
C 4.501714 1.662681 2.440089 -0.1 0.0 0.0 0.00
H 5.160299 -0.975939 2.207540 0.0 0.0 0.0 0.00
H 5.989657 -1.453839 0.726293 0.0 0.0 0.0 0.00
H 4.359620 -2.051815 1.081533 0.0 0.0 0.0 0.00
H 5.105692 -0.575043 -2.728542 0.0 0.0 0.0 0.00
H 3.640796 -1.483637 -2.401796 0.0 0.0 0.0 0.00
H 5.070912 -1.770558 -1.434380 0.0 0.0 0.0 0.00
H 2.629980 1.867065 -3.095306 0.0 0.0 0.0 0.00
H 4.368434 1.716518 -3.229707 0.0 0.0 0.0 0.00
H 3.659037 3.140805 -2.475967 0.0 0.0 0.0 0.00
H 3.259096 3.876027 1.168950 0.0 0.0 0.0 0.00
H 2.600877 3.923163 -0.453143 0.0 0.0 0.0 0.00
H 4.327596 4.200052 -0.203989 0.0 0.0 0.0 0.00
H 4.271968 0.860665 3.143931 0.0 0.0 0.0 0.00
H 3.923305 2.534368 2.748189 0.0 0.0 0.0 0.00
H 5.563585 1.907710 2.553687 0.0 0.0 0.0 0.00
C -2.337255 1.855173 1.395309 -0.1 -0.1 -0.1 0.00
P -1.977161 0.047948 1.565203 0.1 0.2 0.1 0.00
C -2.766301 -0.419420 -0.029681 0.2 0.0 -0.2 0.00
N -3.913884 -1.039252 -0.083835 0.0 -0.1 0.1 0.00
C -4.525447 -1.198855 -1.289120 0.0 0.0 0.0 0.00
C -5.749761 -1.899497 -1.380043 0.0 0.0 0.1 0.00
C -6.407131 -1.963039 -2.575604 0.0 0.0 -0.1 0.00
C -5.878335 -1.326983 -3.724949 -0.1 -0.1 0.1 0.00
C -4.688555 -0.659891 -3.657623 0.1 0.0 0.0 0.00
C -3.983585 -0.607593 -2.434377 0.0 0.1 -0.1 0.00
N -2.734972 -0.063132 -2.390126 -0.1 0.2 -0.1 0.00
C -2.083203 -0.049485 -1.267207 0.0 0.1 0.2 0.00
P -0.230191 0.324727 -1.456934 -0.3 -0.5 0.0 0.02
C -0.378570 1.679175 -2.680860 0.0 -0.1 0.0 0.00
C 0.256062 -1.209209 -2.491613 -0.1 0.1 0.1 0.00
C 1.311538 -0.749892 -3.491528 0.0 0.0 -0.1 0.00
C 0.868215 -2.227460 -1.521206 0.0 0.0 0.0 0.01
C -0.855434 -1.910876 -3.271114 0.0 -0.1 -0.1 0.00
C -3.185154 -0.453099 2.909317 -0.1 -0.1 -0.3 0.00
C -2.671314 0.266320 4.159832 0.1 0.0 0.1 0.00
C -4.666434 -0.116246 2.719942 0.0 0.1 0.1 0.00
C -3.005951 -1.966216 3.085336 0.0 0.0 0.0 0.00
H -3.398157 2.060639 1.232136 0.0 0.0 0.0 0.00
H -1.759574 2.254175 0.561256 0.0 0.0 0.0 0.00
H -1.978828 2.361021 2.288761 0.0 0.0 0.0 0.00
H -6.145447 -2.361054 -0.483849 0.0 0.0 0.0 0.00
H -7.344845 -2.499607 -2.645937 0.0 0.0 0.0 0.00
H -6.416581 -1.380183 -4.662835 0.0 0.0 0.0 0.00
H -4.249683 -0.183499 -4.525583 0.0 0.0 0.0 0.00
H -1.033065 1.391997 -3.500690 0.0 0.0 -0.1 0.00
H 0.608570 1.949103 -3.048990 0.0 0.0 0.0 0.00
H -0.799606 2.547908 -2.172279 0.0 0.0 0.0 0.00
H 2.106774 -0.193160 -3.003601 0.1 0.1 0.0 0.00
H 0.875634 -0.130705 -4.279064 0.0 0.0 0.0 0.00
H 1.758105 -1.628282 -3.965679 0.0 0.0 0.0 0.00
H 1.773472 -1.850692 -1.038634 0.0 0.1 0.0 0.00
H 1.150555 -3.129451 -2.074206 0.0 0.0 0.0 0.00
H 0.168949 -2.513206 -0.731204 0.0 0.0 0.0 0.00
H -1.397243 -1.236777 -3.932888 0.1 0.0 0.0 0.00
H -1.578429 -2.398954 -2.613970 0.0 0.0 0.0 0.00
H -0.385711 -2.688063 -3.883151 0.0 0.0 0.0 0.00
H -2.987042 1.310961 4.177507 0.0 0.0 0.0 0.00
H -1.580789 0.239458 4.230114 0.0 0.0 0.0 0.00
H -3.074993 -0.224528 5.050162 0.0 0.0 0.0 0.00
H -4.817016 0.955534 2.566922 0.0 0.0 0.0 0.00
H -5.206090 -0.392848 3.633413 0.0 0.0 0.0 0.00
H -5.106014 -0.651151 1.882594 0.0 0.0 0.0 0.00
H -1.962814 -2.215955 3.293917 0.0 0.0 0.0 0.00
H -3.313280 -2.505469 2.186143 0.0 0.0 0.0 0.00
H -3.619335 -2.318411 3.921367 0.0 0.0 0.0 0.00
S 1.826988 0.282377 7.432859 0.0 0.0 0.0 0.00
C 1.688874 0.319732 5.779286 0.0 0.0 0.0 0.00
S 1.368941 1.740254 4.869584 -0.1 0.1 0.0 0.00
C 1.320134 1.035497 3.267101 -0.1 0.1 0.0 0.01
C 1.555412 -0.294325 3.220299 0.0 -0.1 -0.1 0.01
S 1.621013 -1.271758 1.778865 -0.2 -0.3 0.0 0.08
S 1.844061 -1.058532 4.767243 0.0 -0.1 0.0 0.00
S 1.030400 2.079651 1.908851 -0.1 0.0 -0.1 0.07
```
Positions in Å, forces in eV/Å.

Summary:
HOMO (alpha / beta) ... -3.6 / -3.7 eV
Charge ... -1
Orbital gap (alpha / beta) ... 5.1650 / 5.2783 eV
Calculated total energy ... -142969.990 eV
Spin multiplicity ... 5

(2)
Here is a molecular structure, C16H22N2O3 at a distorted geometry from the Open Molecules 2025 dataset. Energies are from wB97M-V/def2-TZVPD.

The geometry in XYZ format:
```
43
Properties=species:S:1:pos:R:3:forces:R:3:lowdin_charge:R:1
C 3.581291 -5.389395 1.481655 -0.5 -1.7 1.5 -0.15
C 2.712569 -4.210886 2.116092 -1.4 -6.5 -1.6 -0.26
C 1.862927 -3.532225 0.989173 -1.2 -3.9 3.7 -0.10
C 0.967477 -2.571515 1.783472 3.0 -1.3 6.5 -0.34
O 1.025637 -2.329439 3.150724 -0.2 -1.3 -7.5 -0.07
N 0.135018 -1.990707 1.006706 0.4 -2.5 -3.9 -0.08
C 0.066695 -2.179571 -0.407381 5.2 5.6 -2.4 -0.13
H 0.280176 -3.065024 -0.819554 -0.4 -3.7 -0.9 0.06
C -0.878456 -1.305014 -1.109486 -6.2 -0.5 6.3 -0.13
N -1.033851 0.160419 -0.744732 -1.7 -5.9 -4.3 -0.15
C -0.445844 0.279096 0.385946 2.3 4.1 12.8 -0.26
C -0.483115 -0.920231 1.398918 -8.3 5.5 0.2 -0.21
H -1.644350 -1.069158 1.693910 1.7 -0.3 -1.4 0.18
H -0.301266 -0.663731 2.363014 1.9 1.2 2.5 0.09
H 0.670763 0.716393 0.569790 -2.0 -0.8 -1.5 0.18
H -1.156679 1.092489 1.023015 2.2 -1.4 -1.0 0.19
C -0.492262 1.016881 -1.624642 5.3 -1.4 -6.5 -0.31
C -0.804003 2.362275 -1.435597 5.8 6.0 -1.1 -0.18
C 0.292792 3.493270 -1.508881 -0.6 -12.8 -1.0 0.00
C -0.129062 4.642055 -1.195016 7.0 9.6 1.2 -0.21
C -1.276684 5.051061 -0.949580 -10.6 -1.0 1.1 -0.05
C -2.438277 3.888873 -1.152194 6.4 12.7 2.4 -0.20
C -2.098536 2.714277 -1.436836 -4.6 -7.3 -0.1 -0.04
H -2.962906 1.869701 -1.440624 2.1 1.8 -0.3 0.20
O -3.338061 4.745865 -0.993442 -11.0 -1.7 -0.5 0.01
C -3.354697 6.111364 -0.697839 1.6 -1.8 1.1 -0.17
O -1.995423 6.310371 -0.553072 4.4 -1.2 -0.9 -0.02
H -3.794019 6.655139 -1.585482 0.1 -0.3 1.2 0.16
H -3.784013 6.218793 0.375534 -0.1 0.3 -2.1 0.17
H 0.633387 5.482921 -1.052305 -0.3 -1.0 -0.4 0.17
H 1.354222 3.123568 -1.616138 -1.4 0.8 0.2 0.13
H -0.667316 0.744417 -2.693780 -1.2 0.0 0.5 0.15
H 0.688508 0.878653 -1.837473 -1.6 0.4 1.4 0.17
H -0.993050 -1.398246 -2.069366 0.1 -0.9 -5.5 0.06
H -1.916421 -1.775256 -0.663546 1.6 1.2 -1.3 0.18
H 1.143653 -1.637243 -1.137839 -1.6 -1.2 2.6 0.21
H 2.635696 -3.079978 0.366046 -0.9 0.1 -0.8 0.12
H 1.032091 -4.542666 0.551448 2.9 3.4 0.8 0.23
H 3.381966 -3.620007 2.605637 1.2 2.1 1.6 0.06
H 2.139328 -4.976429 2.800317 0.3 2.7 -0.6 0.14
H 2.891102 -6.159521 1.052002 0.5 0.9 -0.4 0.06
H 4.168505 -6.107395 2.190647 -1.0 1.8 -0.4 0.09
H 4.324487 -5.034245 0.820759 0.6 0.2 -1.3 0.03
```
Positions in Å, forces in eV/Å.

Summary:
HOMO ... -7.4 eV
Orbital gap ... 7.7410 eV
Calculated total energy ... -26056.097 eV

(3)
Here is a molecular structure, C21H29Cl3N4RuSb at a distorted geometry from the Open Molecules 2025 dataset. Energies are from wB97M-V/def2-TZVPD.

The geometry in XYZ format:
```
59
Properties=species:S:1:pos:R:3:forces:R:3:lowdin_spin:R:1
Ru -0.150814 0.656453 -0.171362 -0.5 0.9 0.1 2.15
C -2.266450 0.108911 -2.184757 -0.9 0.1 -0.1 0.02
N -0.801135 0.100772 -2.186429 0.2 0.0 0.7 0.07
C -0.267194 1.071422 -3.142525 0.3 0.4 -0.6 0.02
C -0.314221 -1.252801 -2.406781 0.4 -0.5 0.2 0.07
C -0.667638 -2.002290 -3.513986 0.1 0.2 0.1 -0.01
C -0.204840 -3.304083 -3.650636 0.0 0.1 0.1 0.08
C 0.519625 -3.887607 -2.621877 0.0 0.0 0.0 -0.01
C 0.880061 -3.153799 -1.510450 0.0 0.1 0.1 0.06
C 0.552619 -1.793367 -1.425458 -0.6 -0.4 -0.9 0.02
N 0.983843 -0.904684 -0.464689 0.6 -0.7 0.0 0.35
C 2.228410 -0.908489 0.097958 0.6 0.3 0.4 0.02
C 3.247245 -1.864524 -0.098555 -0.1 -0.1 -0.1 0.09
C 4.420118 -1.797659 0.622476 0.0 0.0 -0.1 -0.01
C 4.645833 -0.762318 1.518249 -0.1 0.0 0.0 0.12
C 3.713827 0.260530 1.634544 -0.3 0.1 -0.1 -0.01
C 2.531318 0.209896 0.924944 0.4 -0.5 0.0 0.10
N 1.629198 1.344251 0.865670 -0.4 -0.6 -0.3 0.08
C 1.274855 1.884608 2.177757 -0.2 0.4 0.7 0.02
C 2.206184 2.359326 -0.024855 0.3 0.7 -0.5 0.03
H -2.658554 -0.042169 -3.195113 0.0 -0.1 0.1 0.00
H -2.636225 1.071171 -1.816470 0.1 -0.2 -0.1 0.00
H -2.630509 -0.699339 -1.543615 0.0 0.1 -0.1 0.00
H -0.580618 0.836311 -4.167195 0.0 0.0 0.1 0.00
H 0.827232 1.061181 -3.114867 -0.2 0.0 0.0 0.00
H -0.648603 2.063546 -2.883621 0.1 -0.1 0.0 0.00
H -1.290763 -1.580420 -4.287570 -0.1 0.1 -0.1 0.00
H -0.438399 -3.862613 -4.543231 -0.1 -0.1 0.0 0.00
H 0.806447 -4.923227 -2.695893 0.0 -0.2 0.1 0.00
H 1.365950 -3.632286 -0.676884 0.2 -0.1 0.0 0.00
H 3.128426 -2.643602 -0.833198 0.0 0.0 0.0 0.01
H 5.177916 -2.550637 0.476544 0.1 -0.1 0.0 0.00
H 5.557138 -0.722612 2.092362 0.1 0.0 0.0 0.01
H 3.935702 1.102075 2.269323 0.0 0.2 0.1 0.00
H 2.094103 2.463021 2.611278 0.1 -0.1 0.0 0.00
H 1.018811 1.062987 2.849412 0.0 0.1 -0.1 0.00
H 0.415874 2.554461 2.075071 0.2 -0.1 0.0 0.01
H 3.142079 2.762143 0.381960 -0.1 -0.1 0.0 0.00
H 1.490257 3.177045 -0.150337 0.2 -0.2 0.0 0.00
H 2.436271 1.901901 -0.995190 -0.1 0.1 0.2 0.00
Cl -3.563412 3.059099 -0.465944 0.5 -0.1 0.0 0.08
C -1.590477 4.658906 0.386647 0.1 0.9 0.2 0.43
Cl -2.753732 5.890177 0.348933 0.4 -0.3 0.0 0.15
Cl -0.015820 5.100046 0.856244 -0.1 0.0 0.0 0.11
C -1.848293 3.316083 0.026799 -1.5 0.3 -0.2 0.12
N -1.073454 2.338386 0.027508 0.2 -0.4 -0.1 0.60
C -3.516640 0.777019 2.176704 0.3 -0.2 -0.2 0.01
Sb -1.837718 -0.473766 1.754014 -0.6 -0.4 0.6 0.10
C -2.932004 -2.303767 1.419556 0.4 0.3 -0.1 0.03
C -1.243570 -0.779022 3.806461 0.1 0.1 -0.5 0.03
H -4.087407 0.298331 2.966749 0.0 0.0 0.1 0.00
H -4.134266 0.887786 1.291562 0.0 0.0 0.0 0.00
H -3.177123 1.754268 2.506117 0.0 0.1 0.0 0.00
H -3.460267 -2.524676 2.342769 0.0 0.0 0.1 0.00
H -2.277880 -3.133690 1.168319 0.1 0.0 0.0 0.00
H -3.653119 -2.145149 0.622060 0.0 0.0 -0.1 0.00
H -2.088321 -1.241878 4.307486 -0.1 0.0 0.0 0.00
H -1.043185 0.184327 4.266785 0.0 0.1 0.0 0.00
H -0.376690 -1.425964 3.899226 0.1 0.0 -0.1 0.00
```
Positions in Å, forces in eV/Å.

Summary:
HOMO (alpha / beta) ... -13.7 / -14.9 eV
Charge ... +2
Orbital gap (alpha / beta) ... 8.1246 / 6.4249 eV
Calculated total energy ... -74876.929 eV
Spin multiplicity ... 6

What are the energy relative to the best compared isomer or geometry (same formula, charge and spin) values for these records? In order: 0.000; 17.596; 0.167 eV.
What are the molecular weight values for these records? In order: 721.8; 290.4; 666.7 g/mol.